Entry 1:
C4H8NO2 as an isolated structure, computed with wB97M-V/def2-TZVPD.

```
15
Properties=species:S:1:pos:R:3:forces:R:3
O 2.8995 0.0460 0.3745 1.47 -0.75 0.58
O 5.0345 -0.5288 -0.3516 -0.64 0.62 0.79
N 0.5655 0.1452 -0.3387 1.84 1.39 2.59
C 1.4523 1.1204 0.3876 -0.10 0.83 0.72
C 4.0195 -0.1866 0.0684 -0.37 -0.42 -0.93
C 0.2615 -1.1752 0.1781 -0.99 -2.82 0.40
C -0.6366 0.9735 -0.3799 -0.09 2.34 2.06
H -0.4596 2.0614 -0.6447 0.14 -1.51 -0.02
H 1.2145 1.0726 1.4975 0.26 -0.56 -1.04
H 1.0877 -1.9391 -0.1731 -1.70 1.56 1.20
H -0.0130 -1.1686 1.3022 1.04 0.06 -1.81
H 1.1137 0.0274 -1.1484 -0.14 0.13 -2.10
H -0.7121 -1.4463 -0.3309 1.17 -0.20 0.47
H -1.2296 0.4746 -1.0680 -1.91 -0.42 -0.98
H -0.9989 0.9863 0.7156 0.03 -0.26 -1.93
```
Forces are in eV/Å.

The HOMO energy is -13.9 eV. Its charge is +1. The energy relative to the best compared isomer or geometry (same formula, charge and spin) is 4.998 eV. The value obtained for the strongest force on any atom is 3.471 eV Å⁻¹.

***

Entry 2:
A 2-piece molecular cluster, C4H8NO2S overall, computed with wB97M-V/def2-TZVPD.

```
16
Properties=species:S:1:pos:R:3:forces:R:3
S -3.6552 0.6726 -0.1266 0.44 0.01 0.06
O 4.9679 0.2009 -0.3907 0.07 -0.03 0.00
O 0.8412 0.0288 -0.7596 0.33 0.12 -0.01
N 1.0543 -1.2018 1.1197 0.22 -0.30 0.24
C -1.8048 0.7522 -0.1603 -0.90 -0.45 -0.29
C 0.3161 -0.5282 0.1793 -0.86 0.04 -0.47
C 3.8259 -0.0903 -0.1813 -0.30 0.01 0.00
C -1.2112 -0.5688 0.3053 0.24 0.45 0.50
H 3.3009 -0.9395 -0.6350 0.22 -0.29 -0.25
H -3.7094 -0.5103 0.4930 -0.16 -0.01 0.06
H 0.6216 -1.1068 2.0405 0.09 0.09 0.08
H -1.4897 -0.7145 1.3521 -0.03 -0.25 -0.04
H -1.4926 1.5789 0.4672 0.17 0.09 -0.05
H 3.1622 0.4837 0.4805 0.12 0.31 0.24
H -1.6103 -1.3931 -0.2849 0.09 -0.07 -0.03
H -1.5480 0.9099 -1.1991 0.26 0.29 -0.03
```
Forces are in eV/Å.

The HOMO energy (alpha / beta) is -9.6 / -9.6 eV. The spin multiplicity is 2. Its charge is 0. The energy relative to the best compared isomer or geometry (same formula, charge and spin) is 1.565 eV. As for the expectation value of S²: 0.76. The value obtained for the strongest force on any atom is 1.050 eV Å⁻¹.

***

Entry 3:
A 2-piece molecular cluster, C4H8NO2S overall, computed with wB97M-V/def2-TZVPD.

```
16
Properties=species:S:1:pos:R:3:forces:R:3
S 3.1437 0.3914 -0.4940 0.33 0.54 1.10
O -1.8259 1.2677 0.1999 0.35 3.12 0.99
O -3.2771 -0.0947 -0.9973 -0.01 -2.55 0.32
N 0.7650 -1.4526 -0.1069 -2.64 -0.01 2.19
C 0.1837 -0.1557 0.1843 3.28 3.49 -0.82
C -1.0459 0.2109 0.0630 -1.18 -2.11 -0.42
C -2.5273 0.0962 0.0855 0.71 -2.91 0.92
C 1.8895 1.3038 0.2888 -3.60 -2.56 -0.87
H -2.9132 -0.4077 0.9807 -0.18 0.74 -0.01
H 1.4478 2.0268 -0.3533 -0.11 0.63 -0.54
H 1.3703 -1.4751 -0.8885 1.51 0.42 -0.95
H 1.2383 -1.6291 0.8106 -0.23 -1.09 -1.35
H 3.5513 -0.1429 0.6640 0.43 -0.25 -0.12
H 1.4664 1.3900 1.2807 1.55 0.08 0.55
H -0.0335 -2.0613 -0.3689 0.64 -0.39 0.76
H -3.4332 0.7323 -1.3487 -0.84 2.84 -1.75
```
Forces are in eV/Å.

The HOMO energy is -12.6 eV. Its charge is +1. The energy relative to the best compared isomer or geometry (same formula, charge and spin) is 3.830 eV. The value obtained for the strongest force on any atom is 4.855 eV Å⁻¹.

***

Entry 4:
A 2-piece molecular cluster, C4H8NO3 overall, computed with wB97M-V/def2-TZVPD.

```
16
Properties=species:S:1:pos:R:3:forces:R:3
O 0.2596 3.5059 2.3349 -1.76 2.66 -1.20
O 1.7719 2.5298 3.6716 -0.12 0.34 -0.25
O -1.4684 -2.5766 -2.8457 0.07 0.29 0.88
N -0.6932 -0.5040 -2.8497 0.42 3.33 -1.26
C 0.9261 2.5993 2.7389 1.92 -3.89 1.40
C 0.6547 1.1517 2.0714 0.45 2.99 -3.93
C -0.3160 -1.9097 -0.7834 -0.71 0.96 0.08
C -0.8697 -1.6929 -2.2389 0.40 -0.75 0.75
H 0.6605 -1.3688 -0.5654 -0.55 -1.42 -0.80
H 0.0088 0.2835 -2.6369 -1.82 -2.13 0.11
H -0.3992 -3.0676 -0.7054 0.49 2.31 0.70
H -0.2093 0.7480 2.4748 -1.72 -0.94 0.84
H 0.4629 1.3309 0.8844 0.12 -0.35 2.51
H -0.8976 -1.2282 -0.0078 0.28 -1.98 -1.56
H -1.3655 -0.2954 -3.6339 1.42 -0.56 1.19
H 1.4745 0.4942 2.0909 1.11 -0.86 0.55
```
Forces are in eV/Å.

The HOMO energy is -3.8 eV. Its charge is -1. The energy relative to the best compared isomer or geometry (same formula, charge and spin) is 2.163 eV. The value obtained for the strongest force on any atom is 4.961 eV Å⁻¹.

***

Entry 5:
A 2-piece molecular cluster, C4H8NO3 overall, computed with wB97M-V/def2-TZVPD.

```
16
Properties=species:S:1:pos:R:3:forces:R:3
O -2.7696 1.0299 2.0704 -1.01 1.33 0.64
O 1.4930 -0.8833 -2.6650 -0.93 0.59 0.45
O -1.2899 1.3732 0.4371 0.61 1.77 -0.71
N -0.1315 0.2917 -1.5256 0.27 2.05 4.03
C -1.7763 0.7740 1.4107 -0.06 -2.30 1.55
C -1.1962 -0.6469 1.6890 -2.71 -1.49 -2.23
C 2.0145 0.0367 -0.6160 3.98 -2.00 0.04
C 1.0545 -0.2115 -1.6981 1.03 -1.35 -2.00
H -2.2032 -1.3125 1.6161 2.32 1.27 0.14
H 2.4538 -0.9852 -0.2862 -1.50 1.43 0.48
H -0.7126 -1.0102 2.5757 0.42 0.60 0.52
H -0.8225 0.4633 -2.1680 -1.45 -0.32 -2.26
H 2.9687 0.2067 -1.1708 -0.60 0.77 0.06
H -0.6494 -0.8282 0.7572 0.40 -0.73 0.53
H -0.3680 0.8787 -0.5427 -0.18 -1.42 -1.68
H 1.9349 0.8235 0.1164 -0.61 -0.19 0.43
```
Forces are in eV/Å.

The HOMO energy is -4.8 eV. Its charge is -1. The energy relative to the best compared isomer or geometry (same formula, charge and spin) is 1.661 eV. The value obtained for the strongest force on any atom is 4.528 eV Å⁻¹.

***

Entry 6:
An isolated ion of composition C4H8NO3 and charge -1, computed with wB97M-V/def2-TZVPD.

```
16
Properties=species:S:1:pos:R:3:forces:R:3
O -0.5553 0.1068 -1.7547 -0.01 -0.24 0.05
O -1.1349 2.0496 0.6587 -0.24 -0.20 0.36
O -0.7237 -2.1373 -1.4744 0.13 0.30 -0.18
N 1.7045 0.4213 1.7577 -0.38 0.20 0.02
C 0.7249 0.4372 0.6244 0.91 -0.68 0.68
C -0.2752 -0.9974 -1.2187 -0.17 -0.20 0.01
C 0.7060 -0.9389 -0.0165 -0.14 -0.03 0.19
C -0.6482 0.7949 1.1693 -0.52 0.72 -0.14
H 1.0599 1.1677 -0.1041 -0.44 0.18 -0.29
H -1.6196 1.8553 -0.1501 0.35 -0.15 -0.23
H -0.6303 0.9014 2.2573 0.28 0.05 -0.03
H 1.9001 1.3888 2.0093 0.11 -0.21 0.04
H 1.7210 -1.2630 -0.2790 -0.09 0.12 -0.29
H 2.5688 0.0073 1.4346 0.13 0.07 -0.04
H -1.3722 0.0025 0.9662 0.05 -0.02 -0.20
H 0.3540 -1.6815 0.7065 0.02 0.07 0.06
```
Forces are in eV/Å.

The HOMO energy is -4.2 eV. Its charge is -1. The energy relative to the best compared isomer or geometry (same formula, charge and spin) is 1.445 eV. Its SMILES is N[C@H](CO)CC(=O)[O-]. The value obtained for the strongest force on any atom is 1.321 eV Å⁻¹.

***

Entry 7:
A 2-piece molecular cluster, C4H8NO3 overall, computed with wB97M-V/def2-TZVPD.

```
16
Properties=species:S:1:pos:R:3:forces:R:3
O 2.3338 2.0046 -2.0630 0.04 -0.51 -0.43
O -0.6057 -0.9148 0.5986 0.15 0.31 0.10
O -0.6738 -2.2016 2.4388 0.12 0.29 0.22
N 1.4368 0.5018 -0.6202 -0.55 -0.54 0.71
C -1.0983 -1.3021 1.6960 -0.17 -0.23 -0.21
C -2.4954 -0.7402 2.0217 -1.04 -0.25 -1.27
C 0.0631 1.2871 -2.4298 -0.28 -1.14 0.07
C 1.4064 1.2746 -1.7132 -0.03 1.41 0.58
H 2.2753 0.3300 -0.0833 0.06 0.49 -0.38
H 0.2194 0.9431 -3.4542 0.06 0.26 -0.06
H 0.5730 0.1974 -0.1328 0.29 -0.52 -0.52
H -0.4710 2.2333 -2.4360 0.43 0.26 0.04
H -0.5960 0.5451 -1.9672 0.01 0.12 0.01
H -2.8493 0.0392 1.3344 0.63 0.32 0.22
H -2.7586 -0.4687 3.0370 0.30 -0.23 0.29
H -3.1433 -1.5636 1.6737 -0.02 -0.06 0.63
```
Forces are in eV/Å.

The HOMO energy is -4.6 eV. Its charge is -1. The energy relative to the best compared isomer or geometry (same formula, charge and spin) is 0.463 eV. The value obtained for the strongest force on any atom is 1.656 eV Å⁻¹.

***

Entry 8:
An isolated ion of composition C4H8NO3 and charge -1, computed with wB97M-V/def2-TZVPD.

```
16
Properties=species:S:1:pos:R:3:forces:R:3
O 1.5895 0.3128 2.0016 0.11 0.38 0.32
O -0.4640 -3.1521 -1.7564 0.25 -0.23 0.09
O -1.6732 -1.3479 -2.3800 -0.17 -0.25 0.07
N -0.1492 -1.1512 -0.6842 -0.48 -0.32 -0.03
C 0.8855 1.3424 1.2846 0.06 -1.43 -0.67
C -0.4270 0.2683 -0.6399 0.55 -0.66 -0.02
C -0.8270 -1.9689 -1.6999 -0.03 0.71 -0.18
C -0.4717 0.8057 0.7931 0.26 1.76 -0.48
H 1.4266 -0.5109 1.5263 -0.06 0.08 0.06
H -1.1191 1.6930 0.7547 -0.26 -0.19 0.24
H 0.8126 -1.4351 -0.5908 0.07 -0.01 -0.02
H 1.4857 1.5666 0.3963 -0.03 0.41 0.01
H -1.3545 0.4325 -1.1831 -0.14 -0.23 0.19
H -0.8574 0.0870 1.5100 -0.20 -0.09 -0.05
H 0.3331 0.8131 -1.2196 0.01 0.30 0.12
H 0.8102 2.2448 1.8875 0.05 -0.22 0.37
```
Forces are in eV/Å.

The HOMO energy is -4.1 eV. Its charge is -1. The energy relative to the best compared isomer or geometry (same formula, charge and spin) is 1.489 eV. Its SMILES is O=C([O-])NCCCO. The value obtained for the strongest force on any atom is 1.847 eV Å⁻¹.